{
  "formula": "C6H16NO",
  "method": "the ωB97M-V functional and the def2-TZVPD basis",
  "e_lumo_ev": -8.47,
  "multiplicity": 1,
  "relative_energy_kj_mol": 827.9,
  "homo_ev": -14.0,
  "total_energy_ha": -367.66710,
  "charge": 1,
  "symbols": ["C", "C", "C", "C", "C", "C", "N", "H", "H", "H", "H", "H", "H", "H", "H", "H", "H", "H", "H", "H", "H", "H", "H", "O"],
  "positions_angstrom": [[2.1132, -1.2294, -1.0895], [1.2852, -0.5878, 0.0127], [-0.0992, -1.3082, 0.3711], [-1.2439, -0.7930, -0.3907], [-1.9370, 0.2815, 0.0889], [-3.3945, 0.4731, -0.1812], [2.0441, -0.4501, 1.1993], [2.9937, -0.7154, -1.4379], [2.4637, -2.2168, -0.7603], [1.4779, -1.2813, -1.9831], [1.0713, 0.4255, -0.2896], [-0.3214, -1.0638, 1.4012], [0.1165, -2.3605, 0.1704], [-1.3195, -1.2325, -1.3788], [-1.3673, 0.9086, 0.7880], [-3.7100, 1.2285, 0.5144], [-3.8506, -0.5060, -0.0079], [-3.7077, 0.6977, -1.2091], [2.3291, -1.3035, 1.6734], [2.0915, 4.8543, -2.1773], [1.2322, -0.0401, 1.8416], [0.1001, 1.2442, 2.9762], [1.6437, 4.1965, -2.2704], [-0.0113, 0.7785, 2.1388]],
  "forces_ev_per_angstrom": [[-1.07, -1.50, -0.61], [3.92, 2.03, -0.39], [-2.06, -1.26, 0.31], [2.37, -0.27, -0.28], [-0.77, -0.43, -1.00], [0.78, -0.36, 0.56], [-2.79, -0.20, 0.38], [0.19, 0.82, 0.57], [-0.31, -0.01, -0.36], [0.11, -0.51, 0.13], [-0.47, 0.34, 0.07], [0.48, -0.39, 0.23], [-0.20, 0.03, 0.13], [-0.78, 0.15, -0.14], [0.05, 0.37, 0.29], [-0.76, 0.22, 0.02], [-0.33, 0.18, 0.29], [0.58, 0.26, 0.02], [0.38, -0.56, -0.58], [-1.02, -1.50, -0.21], [0.58, 1.86, 0.67], [-0.04, 0.17, 0.16], [1.02, 1.50, 0.21], [0.13, -0.92, -0.46]],
  "nbo_charge": [-0.62, -0.02, -0.44, -0.07, 0.12, -0.70, -0.50, 0.26, 0.22, 0.22, 0.23, 0.29, 0.26, 0.26, 0.29, 0.26, 0.27, 0.30, 0.37, 0.02, 0.41, 0.48, -0.02, -0.88]
}